36
Properties=species:S:1:pos:R:3:nbo_charge:R:1 method="wB97M-V/def2-TZVPD" total_energy_ev=-27108.7458 total_charge=+1 fmax_ev_per_a=4.9
C 1.71 -1.40 2.04 -0.60
C 2.08 -1.62 0.56 -0.40
C 0.93 -2.30 -0.22 -0.41
C 0.21 -1.19 -1.05 -0.43
C -1.31 -1.49 -1.26 -0.39
C -2.06 -1.02 0.02 -0.39
C -2.66 0.41 -0.20 -0.86
Si -2.00 1.72 1.01 1.12
C -0.20 2.22 0.70 -0.90
C 0.12 2.54 -0.77 -0.07
O 1.25 3.45 -0.82 -0.55
C 2.41 2.83 -0.50 0.66
O 2.90 2.88 0.53 -0.50
H 2.60 -1.07 2.58 0.23
H 1.34 -2.34 2.45 0.21
H 0.95 -0.62 2.15 0.20
H 2.27 -0.62 0.15 0.20
H 3.02 -2.16 0.45 0.22
H 0.19 -2.74 0.46 0.21
H 1.32 -3.05 -0.92 0.17
H 0.24 -0.30 -0.43 0.24
H 0.76 -1.05 -1.98 0.20
H -1.67 -0.98 -2.16 0.22
H -1.45 -2.58 -1.42 0.08
H -1.34 -1.03 0.85 0.21
H -2.82 -1.76 0.23 0.22
H -2.55 0.72 -1.24 0.23
H -3.73 0.33 -0.01 0.26
H -2.14 1.24 2.39 -0.16
H -2.80 2.94 0.76 -0.16
H 0.52 1.46 1.04 0.23
H 0.00 3.12 1.28 0.28
H 0.43 1.66 -1.35 0.16
H -0.70 3.00 -1.31 0.20
H 2.89 2.23 -1.31 0.09
Na -0.71 -3.44 -2.72 0.99

138
Properties=species:S:1:pos:R:3:mulliken_charge:R:1 method="wB97M-V/def2-TZVPD" total_energy_ev=-65185.5162 fmax_ev_per_a=4.9 relative_energy_ev=4.477
C 3.05 0.98 -1.58 -1.16
C 2.45 0.04 -2.79 1.33
C 1.60 0.87 -3.74 -1.84
C 3.67 -0.60 -3.54 -0.99
C 4.20 -1.97 -3.08 -0.69
C 3.01 -2.98 -2.84 -1.69
C 1.95 -2.38 -1.89 1.92
C 0.81 -3.42 -1.97 -2.15
C 2.51 -2.35 -0.43 -1.99
N 1.54 -1.00 -2.27 0.71
O 0.49 -0.46 -1.52 0.19
H 3.44 0.27 -0.85 0.35
H 3.84 1.68 -1.87 0.40
H 2.22 1.53 -1.15 0.10
H 2.30 1.62 -4.08 0.59
H 1.16 0.28 -4.54 0.40
H 0.84 1.34 -3.10 -0.09
H 3.52 -0.46 -4.61 0.51
H 4.56 0.04 -3.50 -0.03
H 4.72 -2.49 -3.88 0.52
H 4.88 -1.83 -2.24 0.31
H 3.26 -3.98 -2.48 0.39
H 2.57 -3.15 -3.83 0.73
H 1.00 -4.40 -1.53 0.47
H 0.67 -3.66 -3.02 0.47
H -0.05 -3.01 -1.44 0.16
H 3.45 -1.81 -0.29 0.07
H 2.85 -3.34 -0.13 0.57
H 1.67 -2.09 0.22 0.54
H 0.88 -0.26 -0.67 0.17
C -2.40 3.57 -3.68 -1.93
C -3.15 3.16 -2.34 1.37
C -4.29 2.10 -2.61 -2.12
C -2.11 2.44 -1.48 -0.53
C -1.23 3.31 -0.60 -0.73
C -1.93 4.45 0.20 -1.58
C -3.15 5.08 -0.59 1.56
C -4.11 5.68 0.40 -1.90
C -2.56 6.23 -1.43 -1.84
N -3.85 4.23 -1.64 0.56
O -4.83 4.91 -2.35 -0.46
H -3.02 4.23 -4.29 0.26
H -1.42 3.99 -3.46 0.56
H -2.18 2.71 -4.31 0.59
H -4.96 2.39 -3.42 0.44
H -3.87 1.13 -2.88 0.37
H -4.87 1.93 -1.70 0.54
H -2.72 1.86 -0.78 0.22
H -1.61 1.69 -2.08 0.21
H -0.43 2.84 -0.03 0.65
H -0.48 3.85 -1.18 0.21
H -1.22 5.23 0.49 0.39
H -2.35 4.03 1.11 0.46
H -3.70 6.02 1.35 0.36
H -4.86 4.92 0.59 0.43
H -4.67 6.57 0.10 0.38
H -1.73 5.91 -2.06 0.32
H -2.21 7.00 -0.75 0.52
H -3.30 6.77 -2.02 0.34
H -5.53 4.54 -1.80 0.37
C 4.05 2.46 4.87 -1.80
C 4.14 0.99 5.51 1.37
C 5.56 0.72 6.01 -1.70
C 3.09 1.00 6.71 -1.25
C 2.68 -0.40 7.18 -0.74
C 2.13 -1.14 5.94 -1.36
C 3.14 -1.17 4.74 1.93
C 4.14 -2.30 5.02 -1.66
C 2.26 -1.58 3.58 -2.26
N 3.74 0.10 4.42 0.13
O 4.52 0.21 3.28 -0.33
H 3.90 3.20 5.66 0.43
H 4.86 2.71 4.19 0.29
H 3.03 2.62 4.50 0.46
H 5.96 -0.25 6.30 0.27
H 6.29 0.98 5.24 0.48
H 5.75 1.18 6.98 0.42
H 3.53 1.56 7.53 0.49
H 2.22 1.56 6.38 0.39
H 3.53 -0.96 7.56 0.33
H 1.88 -0.36 7.91 0.39
H 1.21 -0.62 5.67 0.46
H 1.81 -2.16 6.15 0.47
H 4.98 -2.44 4.34 0.26
H 3.68 -3.28 4.86 0.48
H 4.63 -2.05 5.96 0.34
H 2.78 -1.48 2.63 0.34
H 1.28 -1.10 3.56 0.49
H 1.97 -2.61 3.81 0.48
H 5.35 -0.13 3.61 0.38
C -6.81 -3.47 -1.59 -2.05
C -5.64 -2.82 -0.86 1.73
C -4.81 -1.94 -1.77 -1.85
C -6.36 -1.94 0.25 -1.22
C -5.47 -1.57 1.52 -0.52
C -4.67 -2.74 2.12 -1.39
C -3.97 -3.66 1.05 1.97
C -2.57 -3.14 0.66 -1.51
C -3.79 -5.02 1.82 -2.00
N -4.76 -3.90 -0.20 0.29
O -4.27 -4.87 -1.01 -0.46
H -7.55 -2.69 -1.79 0.41
H -6.67 -3.94 -2.56 0.36
H -7.30 -4.23 -0.98 0.49
H -4.20 -2.52 -2.47 0.51
H -5.42 -1.23 -2.32 0.54
H -4.03 -1.30 -1.35 0.15
H -6.62 -0.99 -0.21 0.45
H -7.32 -2.36 0.53 0.48
H -4.71 -0.80 1.40 0.10
H -6.11 -1.10 2.26 0.43
H -5.34 -3.24 2.82 0.41
H -3.89 -2.21 2.66 0.41
H -1.77 -3.89 0.62 0.38
H -2.29 -2.29 1.28 0.17
H -2.57 -2.85 -0.38 0.17
H -2.99 -5.62 1.39 0.39
H -4.77 -5.51 1.80 0.48
H -3.49 -5.00 2.86 0.39
H -4.88 -5.60 -0.91 0.33
O -1.45 -1.11 -3.46 -0.75
H -0.51 -1.13 -3.28 0.17
H -1.86 -1.40 -2.65 0.28
O 0.10 3.29 -5.86 -0.65
H -0.17 2.87 -5.04 0.34
H -0.72 3.48 -6.31 0.34
O 3.06 -3.59 -6.39 -0.64
H 3.99 -3.41 -6.25 0.31
H 2.69 -2.76 -6.69 0.31
O 6.81 2.03 -2.55 -0.64
H 6.51 1.63 -3.37 0.32
H 6.65 2.96 -2.67 0.31
O 3.01 4.40 -1.62 -0.60
H 3.91 4.72 -1.64 0.27
H 2.78 4.41 -0.69 0.31
O 6.11 -2.01 1.20 -0.63
H 5.18 -1.80 1.32 0.29
H 6.54 -1.17 1.10 0.31

96
Properties=species:S:1:pos:R:3:mulliken_charge:R:1 method="wB97M-V/def2-TZVPD" total_energy_ev=-65965.0113 total_charge=+2 fmax_ev_per_a=1.1 relative_energy_ev=0.939
Sr 0.00 0.45 -0.06 2.02
C 4.36 2.45 -0.05 -0.63
C 3.05 2.18 -0.44 -0.48
N 2.55 0.95 -0.38 0.80
C 3.36 -0.02 0.06 -0.53
C 4.65 0.28 0.49 -0.67
N 5.15 1.51 0.44 -0.56
C 2.83 -1.42 0.05 -0.56
C 3.68 -2.51 0.03 -0.73
C 3.16 -3.80 0.03 0.33
C 1.77 -3.93 0.03 -0.84
C 0.97 -2.79 0.01 -0.48
N 1.50 -1.56 0.03 1.29
C -0.54 -2.90 -0.01 -0.47
C -1.19 -4.12 -0.17 -0.46
N -2.51 -4.24 -0.12 -0.60
C -3.20 -3.13 0.09 -0.45
C -2.57 -1.89 0.21 -0.99
N -1.25 -1.78 0.15 1.27
C 4.04 -4.99 0.02 0.71
C 5.34 -4.93 0.50 -0.65
C 6.13 -6.07 0.47 -0.41
N 5.71 -7.24 0.00 -0.57
C 4.46 -7.30 -0.46 -0.44
C 3.60 -6.22 -0.47 -0.58
H 4.75 3.46 -0.12 0.42
H 2.39 2.95 -0.81 0.42
H 5.29 -0.49 0.91 0.55
H 4.75 -2.36 -0.01 0.75
H 1.32 -4.91 0.06 0.66
H -0.63 -5.03 -0.36 0.56
H -4.27 -3.21 0.16 0.45
H -3.15 -0.98 0.37 0.52
H 5.76 -4.03 0.92 0.44
H 7.14 -6.05 0.85 0.38
H 4.14 -8.26 -0.85 0.38
H 2.61 -6.35 -0.89 0.45
C 0.40 -1.58 -3.10 -1.50
N -0.32 -0.38 -2.70 1.21
C -1.71 -0.49 -3.13 -1.17
C 0.34 0.77 -3.37 -1.54
C -0.27 2.12 -3.08 0.59
C -0.45 2.96 -4.18 -0.76
C -0.87 4.28 -4.01 -0.79
C -1.12 4.73 -2.72 -0.90
C -0.99 3.84 -1.65 -1.86
C -0.56 2.50 -1.75 1.22
H 0.40 -1.71 -4.19 0.56
H -0.06 -2.47 -2.66 0.30
H 1.44 -1.52 -2.76 0.27
H -1.79 -0.64 -4.22 0.30
H -2.25 0.43 -2.88 0.22
H -2.19 -1.33 -2.63 0.36
H 0.38 0.59 -4.45 0.48
H 1.38 0.76 -3.02 0.27
H -0.24 2.60 -5.17 0.45
H -0.97 4.94 -4.86 0.42
H -1.37 5.77 -2.55 0.57
H -1.21 4.26 -0.66 1.01
O 0.48 3.58 7.69 -0.55
N 0.00 3.85 6.61 0.93
O -0.68 4.82 6.35 -0.54
C 0.06 2.79 5.57 0.37
C 0.01 1.52 6.02 -0.90
C -0.02 0.44 5.08 1.27
C -0.06 -0.90 5.50 -0.65
C -0.07 -1.89 4.55 -1.37
C -0.06 -1.52 3.20 -0.10
N -0.03 -0.27 2.77 0.50
C 0.00 0.70 3.71 -0.82
C 0.10 2.08 3.25 -0.79
N 0.16 2.28 1.92 0.89
C 0.34 3.51 1.48 -0.69
C 0.45 4.62 2.32 -1.63
C 0.34 4.44 3.67 -0.76
C 0.15 3.14 4.18 0.89
H -0.02 1.32 7.08 0.55
H -0.07 -1.14 6.56 0.47
H -0.09 -2.94 4.82 0.51
H -0.07 -2.29 2.44 0.48
H 0.42 3.63 0.41 0.89
H 0.62 5.60 1.90 0.54
H 0.40 5.27 4.35 0.54
N -4.01 4.52 -1.48 -0.07
C -4.77 3.35 -0.90 -0.70
C -3.88 2.54 0.05 0.16
N -4.49 1.28 0.44 -0.50
H -4.55 5.01 -2.20 0.43
H -3.10 4.22 -1.90 -0.08
H -3.77 5.21 -0.76 0.41
H -5.07 2.75 -1.76 0.40
H -5.67 3.75 -0.43 0.37
H -3.65 3.11 0.95 0.36
H -2.94 2.34 -0.46 -0.34
H -4.84 0.77 -0.36 0.27
H -5.26 1.42 1.08 0.25

9
Properties=species:S:1:pos:R:3:nbo_charge:R:1 method="wB97M-V/def2-TZVPD" total_energy_ev=-21482.6887 total_charge=-1 fmax_ev_per_a=3.4 relative_energy_ev=0.717
N -2.94 -1.52 0.72 -0.09
N -1.94 -1.33 1.15 0.05
N 1.43 -0.50 -0.21 -1.07
O -1.05 0.42 0.20 -1.02
O 0.84 1.62 1.08 -1.02
O 0.47 1.46 -1.35 -1.06
S 0.30 0.89 -0.01 2.48
H 2.06 0.05 -0.75 0.36
H 0.82 -1.09 -0.83 0.35

Number 1: Kohn-Sham gap 8.04 eV. Number 2: Kohn-Sham gap 7.87 eV. Number 3: Kohn-Sham gap 7.12 eV. Number 4: Kohn-Sham gap 9.23 eV.